1.
15
Properties=species:S:1:pos:R:3:nbo_charge:R:1 method="wB97M-V/def2-TZVPD" multiplicity=2 total_charge=+2 e_homo_ha="-0.714 / -0.718"
Tl -14.177 26.114 11.913 1.321
S -13.134 22.122 11.651 2.467
O -12.807 22.053 13.100 -0.658
O -14.310 21.370 11.370 -0.503
O -13.261 23.470 11.063 -0.780
O -12.154 21.446 10.880 -0.472
O -11.419 25.547 12.918 -0.750
H -10.787 25.420 12.210 0.513
H -10.888 25.808 13.670 0.521
O -14.258 27.963 9.611 -0.936
H -13.656 28.693 9.758 0.503
H -14.727 28.197 8.810 0.524
O -14.093 24.193 14.134 -0.787
H -14.139 24.476 15.047 0.516
H -13.924 23.252 14.183 0.521

---

2.
111
Properties=species:S:1:pos:R:3:mulliken_charge:R:1 method="wB97M-V/def2-TZVPD" relative_energy_kcal_mol=104.6 total_charge=0 e_homo_ha=-0.326
O -1.035 4.823 0.383 -0.795
H -0.300 4.515 0.913 0.411
H -0.987 4.302 -0.419 0.337
O -1.340 -2.692 1.120 1.301
H -1.765 -2.117 1.756 -0.256
H -0.942 -2.096 0.486 -0.253
O -3.091 -1.773 3.154 -0.526
H -2.370 -1.163 3.309 0.219
H -3.635 -1.707 3.939 0.290
O 5.418 2.137 -1.119 -0.613
H 6.161 1.853 -1.651 0.295
H 5.320 1.450 -0.459 0.307
O -1.923 1.026 0.480 -0.618
H -2.692 1.578 0.624 0.291
H -1.743 0.637 1.336 -0.203
O -3.303 1.683 3.501 -0.569
H -3.065 2.531 3.127 0.244
H -2.768 1.611 4.292 0.235
O 1.244 4.217 -3.378 -0.723
H 1.428 3.634 -2.642 0.187
H 2.104 4.410 -3.753 0.323
O 2.465 0.939 0.319 0.032
H 2.734 1.319 1.155 -0.159
H 3.132 0.279 0.130 0.141
O 0.787 -1.940 -4.632 -0.736
H 0.585 -2.151 -3.721 0.265
H 1.137 -1.050 -4.601 0.286
O 1.722 1.180 -4.544 -0.582
H 2.560 0.947 -4.945 0.242
H 1.919 1.947 -4.006 0.282
O 2.580 2.445 -1.961 -0.588
H 3.532 2.508 -2.038 0.252
H 2.438 1.767 -1.300 0.255
O 2.821 0.738 3.951 -0.616
H 3.292 1.339 3.374 0.286
H 2.863 1.151 4.813 0.280
O 1.828 -1.437 2.732 -0.687
H 1.867 -1.096 1.839 0.137
H 2.290 -0.785 3.259 0.318
O 0.168 -0.644 -0.036 1.668
H -0.556 -0.059 0.188 0.040
H 0.954 -0.116 0.105 -0.249
O -0.897 -0.222 3.027 -0.523
H -0.485 0.607 3.274 0.123
H -0.229 -0.884 3.205 0.142
O 1.525 4.228 1.772 -0.699
H 1.958 3.507 1.315 0.211
H 2.158 4.945 1.745 0.299
O 5.648 0.503 1.121 -0.570
H 5.589 -0.432 1.315 0.242
H 6.538 0.745 1.376 0.277
O -0.822 2.064 -4.904 -0.661
H 0.071 1.727 -4.964 0.522
H -1.083 1.895 -3.999 0.134
O -5.365 0.395 2.598 -0.686
H -5.700 1.151 2.116 0.291
H -4.463 0.629 2.816 0.384
O -6.200 -0.816 -0.010 -0.685
H -5.366 -1.218 -0.254 0.297
H -6.043 -0.444 0.857 0.395
O 2.166 -4.012 3.109 -0.706
H 1.997 -3.082 2.963 0.481
H 1.535 -4.462 2.548 0.454
O 4.330 2.533 2.604 -0.698
H 5.108 2.011 2.799 0.252
H 4.662 3.281 2.106 0.304
O -0.080 2.325 3.379 -0.445
H -0.297 2.713 4.227 0.225
H 0.524 2.948 2.977 0.234
O -2.783 -1.869 -1.909 -0.626
H -2.686 -1.014 -2.330 0.170
H -3.728 -1.990 -1.825 0.205
O -4.326 -2.751 0.626 -0.590
H -4.599 -3.421 1.253 0.238
H -3.601 -2.299 1.057 0.100
O 0.667 -5.083 -1.043 -0.591
H 0.749 -4.251 -1.508 0.287
H 0.462 -5.721 -1.727 0.235
O 0.866 -2.346 -2.041 -0.273
H 0.576 -2.083 -1.167 -0.149
H 1.821 -2.356 -1.984 0.212
O -1.294 3.877 -2.247 -0.571
H -1.861 4.511 -2.686 0.290
H -0.424 4.042 -2.609 0.436
O -3.365 4.171 1.457 -0.621
H -3.567 4.810 2.141 0.295
H -2.511 4.442 1.121 0.475
O -2.893 -0.350 -4.677 -0.666
H -2.171 -0.001 -4.155 0.212
H -2.492 -1.033 -5.215 0.297
O -1.803 -5.133 3.098 -0.698
H -2.512 -5.461 2.544 0.326
H -1.686 -4.223 2.826 0.297
O 4.039 -2.333 -2.790 -0.564
H 4.855 -1.988 -3.150 0.232
H 3.656 -2.841 -3.505 0.256
O -2.231 -4.390 -0.770 -0.684
H -2.134 -3.637 -1.352 0.333
H -1.813 -4.118 0.047 0.203
O -0.752 0.412 -2.681 0.940
H -0.602 0.971 -1.918 -0.112
H -0.187 -0.347 -2.538 -0.265
O 3.375 -1.674 -0.191 -0.360
H 3.728 -1.710 -1.080 0.243
H 4.060 -2.058 0.355 0.195
O 0.730 -5.804 1.474 -0.725
H -0.192 -6.061 1.473 0.300
H 0.866 -5.398 0.618 0.436
O -4.362 2.413 -2.742 -0.591
H -3.534 2.406 -2.262 0.244
H -4.957 2.918 -2.187 0.286

---

3.
13
Properties=species:S:1:pos:R:3:nbo_charge:R:1 method="wB97M-V/def2-TZVPD" relative_energy_kcal_mol=57.3 total_charge=0 e_homo_ha=-0.324 smiles=NNP(O)NN
N -0.039 2.086 -0.168 -0.730
N -1.796 -1.390 -0.136 -0.664
N 0.925 1.127 0.235 -0.757
N -0.480 -1.137 0.314 -0.848
O 1.985 -1.341 0.149 -0.959
P 0.689 -0.476 -0.634 1.344
H -0.148 2.864 0.499 0.370
H -0.101 2.360 -1.154 0.344
H -2.192 -0.474 -0.679 0.356
H -1.828 -2.218 -0.710 0.350
H 1.875 1.506 0.023 0.340
H -0.460 -1.297 1.326 0.386
H 1.568 -1.611 0.935 0.467

---

4.
11
Properties=species:S:1:pos:R:3:nbo_charge:R:1 method="wB97M-V/def2-TZVPD" relative_energy_kcal_mol=11.4 total_charge=-1 e_homo_ha=-0.129
S 0.483 -1.138 1.056 -1.019
H 1.068 -0.483 0.033 0.087
H -0.822 -1.230 -2.376 0.449
H -0.683 -1.564 -0.891 0.503
O -1.004 -1.942 -1.742 -0.992
H -1.770 1.739 -0.261 0.484
H -2.560 0.740 -1.156 0.480
O -2.174 1.627 -1.128 -0.966
H 1.941 0.263 2.445 0.506
H 2.787 1.150 1.557 0.458
O 2.733 0.840 2.464 -0.988

---

5.
11
Properties=species:S:1:pos:R:3:nbo_charge:R:1 method="wB97M-V/def2-TZVPD" relative_energy_kcal_mol=15.6 total_charge=-1 e_homo_ha=-0.162
O -1.328 -0.700 -1.509 -1.228
H -1.554 -1.190 -2.289 0.429
O -1.988 -1.038 0.826 -1.076
H -2.320 -0.169 1.111 0.427
H -1.902 -0.895 -0.262 0.506
O 1.000 -0.679 -0.377 -1.056
H 0.228 -0.497 -0.984 0.528
H 0.758 -0.912 0.521 0.471
O 2.331 2.396 1.019 -0.966
H 2.935 1.738 1.374 0.465
H 1.787 1.926 0.369 0.498

---

6.
10
Properties=species:S:1:pos:R:3:nbo_charge:R:1 method="wB97M-V/def2-TZVPD" relative_energy_kcal_mol=19.3 total_charge=0 e_homo_ha=-0.307
Si -1.155 0.266 -1.583 0.583
Si 0.874 -0.497 1.878 0.668
P 1.007 -0.201 -0.961 -0.337
H -1.728 -0.065 -0.302 -0.175
H -1.776 -0.748 -2.408 -0.160
H -1.548 1.552 -2.103 -0.145
H 1.003 0.840 2.570 -0.143
H -0.255 -1.347 2.297 -0.129
H 2.203 -0.929 1.679 -0.157
H 1.374 1.130 -1.067 -0.006

---

It is found that the maximum force values, taken in the order of the records, are 3.51, 1.44, 3.79, 0.81, 1.90, 3.34 eV/Å.
It is found that the total energy values, taken in the order of the records, are -29932.33858, -76961.86836, -17408.46970, -17093.13343, -8304.52435, -25154.56187 eV.